[1]
Computed, not measured: the molecule C8H15N3O4 in a non-equilibrium geometry, with wB97M-V/def2-TZVPD.

Computed properties:
2S+1: 1
net charge: 0
total energy: -21200.624 eV
energy above the lowest of the compared OMol25 structures with the same formula, charge and spin: 22.0 kcal per mole
SMILES: CNC(=O)CNC(=O)[C@@H](CO)NC(C)=O

Bonds (Å) are listed after each position.
Geometry (Å):
1 H 5.34382 0.04932 -0.55138  C6 1.096
2 N -1.55810 1.58246 1.58641  C3 1.329, H10 0.985, C14 1.443
3 C -1.29389 2.85406 1.30521  N2 1.329, C8 1.502, O11 1.223
4 C 0.24359 -0.02331 0.87096  C14 1.525, O18 1.234, N26 1.322
5 H 2.82303 -0.44804 0.53403  C7 1.090
6 C 4.96648 -0.68520 -1.27234  H1 1.096, H12 1.086, N21 1.460, H23 1.079
7 C 2.53035 0.49632 0.07624  H5 1.090, H19 1.116, N26 1.475, C30 1.562
8 C -1.93795 3.85516 2.22047  C3 1.502, H15 1.095, H27 1.088, H29 1.101
9 O -2.21202 -1.07257 2.46387  C17 1.410, H28 0.970
10 H -2.11668 1.42393 2.38239  N2 0.985
11 O -0.72282 3.24721 0.29737  C3 1.223
12 H 5.74968 -0.99310 -1.95886  C6 1.086
13 H 0.85207 1.78510 0.29017  N26 1.012
14 C -1.21877 0.40776 0.82098  N2 1.443, C4 1.525, C17 1.528, H22 1.091
15 H -1.54636 4.83212 1.91951  C8 1.095
16 H -2.00728 -1.53792 0.50080  C17 1.078
17 C -2.24989 -0.68206 1.10947  O9 1.410, C14 1.528, H16 1.078, H25 1.109
18 O 0.58183 -1.16003 1.21090  C4 1.234
19 H 3.23777 1.26842 0.46313  C7 1.116
20 H 3.85546 -0.14565 -2.95678  N21 0.987
21 N 3.84194 -0.07025 -1.97248  C6 1.460, H20 0.987, C30 1.339
22 H -1.39988 0.66586 -0.22383  C14 1.091
23 H 4.58800 -1.54696 -0.74517  C6 1.079
24 O 1.83544 0.89309 -2.19654  C30 1.222
25 H -3.25088 -0.27775 0.85749  C17 1.109
26 N 1.16942 0.85217 0.51942  C4 1.322, C7 1.475, H13 1.012
27 H -3.02528 3.85599 2.17153  C8 1.088
28 H -1.35921 -1.49439 2.65120  O9 0.970
29 H -1.60545 3.61352 3.24232  C8 1.101
30 C 2.69756 0.41433 -1.47468  C7 1.562, N21 1.339, O24 1.222



[2]
Computed, not measured: the molecule C8H15N3O5 in a non-equilibrium geometry, with wB97M-V/def2-TZVPD.

Computed properties:
2S+1: 1
net charge: 0
total energy: -23247.706 eV
energy above the lowest of the compared OMol25 structures with the same formula, charge and spin: 22.1 kcal per mole
SMILES: NC(=O)CC[C@H](NC(=O)[C@@H](N)CO)C(=O)O

Bonds (Å) are listed after each position.
Geometry (Å):
1 O -3.83984 1.13375 -1.05748  H14 0.974, C20 1.392
2 C -2.74460 -0.40542 0.47643  H6 1.090, C12 1.586, C20 1.518, N27 1.470
3 C 1.96256 0.89558 0.39261  C22 1.575, H23 1.080, H25 1.086, C29 1.519
4 H 0.61444 0.70689 -1.36327  C22 1.139
5 H 2.23728 4.05564 1.21963  N7 0.973
6 H -3.37896 -1.19748 0.07915  C2 1.090
7 N 2.02056 3.11860 1.36369  H5 0.973, H28 1.026, C29 1.369
8 H 0.47924 -1.56213 -1.55420  C15 1.069
9 C 1.78282 -2.30189 -0.15601  C15 1.508, O17 1.356, O26 1.201
10 H -2.45164 0.05347 2.56955  N27 1.013
11 O -1.55710 -0.20846 -1.63601  C12 1.220
12 C -1.47072 -0.52199 -0.46046  C2 1.586, O11 1.220, N21 1.367
13 H -0.40335 -1.19003 1.19969  N21 1.011
14 H -3.01513 1.36318 -1.52279  O1 0.974
15 C 0.81940 -1.22915 -0.59650  H8 1.069, C9 1.508, N21 1.459, C22 1.505
16 H 1.89584 -3.82626 0.78351  O17 0.971
17 O 1.19323 -3.15989 0.71248  C9 1.356, H16 0.971
18 O 2.13830 2.90877 -0.91617  C29 1.230
19 H -3.02694 -1.39409 2.14708  N27 1.037
20 C -3.40506 0.94204 0.25048  O1 1.392, C2 1.518, H24 1.066, H30 1.092
21 N -0.37514 -0.99356 0.20804  C12 1.367, H13 1.011, C15 1.459
22 C 1.45108 0.10917 -0.87258  C3 1.575, H4 1.139, C15 1.505, H31 1.141
23 H 2.99665 0.65329 0.58877  C3 1.080
24 H -2.68909 1.63626 0.62675  C20 1.066
25 H 1.37287 0.51875 1.22322  C3 1.086
26 O 2.94081 -2.30176 -0.47336  C9 1.201
27 N -2.34303 -0.66706 1.86646  C2 1.470, H10 1.013, H19 1.037
28 H 2.49698 2.59128 2.10352  N7 1.026
29 C 2.04285 2.39972 0.19942  C3 1.519, N7 1.369, O18 1.230
30 H -4.25458 0.97465 0.93544  C20 1.092
31 H 2.37645 0.10322 -1.53936  C22 1.141



[3]
Computed, not measured: an isolated ion of composition C8H15N3P and charge +1 in a non-equilibrium geometry, with wB97M-V/def2-TZVPD.

Computed properties:
2S+1: 1
net charge: +1
total energy: -22287.487 eV
energy above the lowest of the compared OMol25 structures with the same formula, charge and spin: 69.9 kcal per mole
SMILES: CCP(C)c1cc[n+](CN)nc1

Bonds (Å) are listed after each position.
Geometry (Å):
1 H 3.34605 -1.92414 -0.67228  C5 1.153
2 H 2.80264 -0.20772 -1.26329  C5 1.140
3 C -3.91371 -1.06682 -1.19963  H14 1.145, N20 1.511, N23 1.520, H26 1.136
4 N -1.48249 -1.33675 -1.43277  C6 1.395, N23 1.327
5 C 3.26430 -0.80488 -0.40923  H1 1.153, H2 1.140, P9 1.923, H24 1.144
6 C -0.20303 -1.21191 -0.89066  N4 1.395, C7 1.555, H19 1.152
7 C 0.29442 -0.74961 0.50833  C6 1.555, P9 1.874, C12 1.589
8 C -2.26401 -0.56908 0.68104  C12 1.531, H18 1.153, N23 1.418
9 P 2.07099 -0.58671 1.08244  C5 1.923, C7 1.874, C27 1.927
10 H 3.04373 3.20842 1.03240  C17 1.142
11 H 4.23514 1.73966 0.92495  C17 1.139
12 C -0.94374 -0.38352 1.43454  C7 1.589, C8 1.531, H16 1.139
13 H 2.43444 1.31840 2.79307  C27 1.143
14 H -4.63606 -1.18467 -0.31971  C3 1.145
15 H 1.14646 1.71787 1.55675  C27 1.157
16 H -0.83093 -0.03067 2.51171  C12 1.139
17 C 3.17646 2.11412 0.73590  H10 1.142, H11 1.139, H21 1.145, C27 1.617
18 H -3.21154 -0.31041 1.28426  C8 1.153
19 H 0.64408 -1.50287 -1.61575  C6 1.152
20 N -4.23390 0.28686 -1.78960  C3 1.511, H22 1.043, H25 1.039
21 H 2.83293 2.00774 -0.35160  C17 1.145
22 H -4.04600 0.93550 -0.99533  N20 1.043
23 N -2.49827 -0.99293 -0.65155  C3 1.520, N4 1.327, C8 1.418
24 H 4.29165 -0.36377 -0.16510  C5 1.144
25 H -3.50827 0.54393 -2.48708  N20 1.039
26 H -4.00488 -1.88776 -1.97978  C3 1.136
27 C 2.19355 1.24170 1.67799  P9 1.927, H13 1.143, H15 1.157, C17 1.617



[4]
Computed, not measured: the molecule C8H15NO in a non-equilibrium geometry, with wB97M-V/def2-TZVPD.

Computed properties:
2S+1: 1
net charge: 0
total energy: -12075.377 eV
energy above the lowest of the compared OMol25 structures with the same formula, charge and spin: 49.7 kcal per mole
SMILES: CC1(C)CC(C)(C)N1C=O

Bonds (Å) are listed after each position.
Geometry (Å):
1 H -0.07350 -2.19304 2.16317  C7 1.153
2 H -1.76227 -0.89915 2.38399  C20 1.150
3 C 0.04072 0.40999 -0.89079  C14 1.477, C16 1.581, N17 1.470, C18 1.561
4 H -1.20842 0.88689 -2.48005  C14 1.192
5 H 0.33437 -0.44331 -2.75203  C16 1.045
6 C -1.49423 -1.63182 -0.50504  O10 1.189, N17 1.356, H23 1.053
7 C 0.78859 -1.50186 1.83393  H1 1.153, H11 1.076, C22 1.504, H24 1.098
8 H 1.85591 -0.61251 -1.79205  C16 1.185
9 H -1.79187 0.90101 1.65309  C20 1.176
10 O -2.10091 -2.35691 0.21591  C6 1.189
11 H 1.29663 -1.16870 2.72224  C7 1.076
12 H -0.45574 2.43709 -1.67087  C14 1.158
13 H 1.89127 0.68371 0.24172  C18 1.084
14 C -0.90945 1.39572 -1.44487  C3 1.477, H4 1.192, H12 1.158, H21 1.091
15 H -0.66523 0.50580 2.93321  C20 1.152
16 C 0.97296 0.10147 -2.12944  C3 1.581, H5 1.045, H8 1.185, H25 1.150
17 N -0.46109 -0.79976 -0.22225  C3 1.470, C6 1.356, C22 1.448
18 C 0.82417 0.76553 0.41118  C3 1.561, H13 1.084, H19 1.072, C22 1.550
19 H 0.63077 1.71589 0.86821  C18 1.072
20 C -1.13817 -0.00619 2.01644  H2 1.150, H9 1.176, H15 1.152, C22 1.595
21 H -1.82975 1.54090 -0.87812  C14 1.091
22 C 0.07473 -0.42166 1.06826  C7 1.504, N17 1.448, C18 1.550, C20 1.595
23 H -1.74164 -1.65885 -1.52858  C6 1.053
24 H 1.51046 -1.99148 1.16764  C7 1.098
25 H 1.53704 0.97975 -2.61147  C16 1.150



[5]
Computed, not measured: the molecule C8H15NO3S in a non-equilibrium geometry, with wB97M-V/def2-TZVPD.

Computed properties:
2S+1: 1
net charge: 0
total energy: -27002.220 eV
energy above the lowest of the compared OMol25 structures with the same formula, charge and spin: 105.0 kcal per mole

Bonds (Å) are listed after each position.
Geometry (Å):
1 H 2.44354 0.67085 1.91209  C26 1.061
2 H -1.77373 1.12596 -1.44137  C6 1.106
3 H 1.03639 -1.67377 0.97634  C9 1.149
4 H -2.72817 3.43224 0.88386  C20 1.056
5 N 0.07075 1.69913 -1.30321  C6 1.371, C10 1.309, H21 1.065
6 C -1.01848 1.19911 -0.63654  H2 1.106, N5 1.371, S24 1.863
7 H 3.16989 0.19005 0.35428  C26 1.076
8 C -1.07158 -1.83558 -0.87197  H12 1.111, C19 1.617, H22 1.119, H28 1.145
9 C 1.29162 -0.56126 0.84386  H3 1.149, C11 1.476, H13 1.089, C26 1.542
10 C 1.22248 1.08703 -1.19768  N5 1.309, C11 1.491, O25 1.195
11 C 0.89549 -0.20706 -0.53370  C9 1.476, C10 1.491, C19 1.448
12 H -1.63753 -0.92128 -0.59221  C8 1.111
13 H 0.67453 -0.14732 1.63937  C9 1.089
14 H 0.32273 -1.00524 -2.52079  C19 1.188
15 H -3.49710 1.89872 0.69738  C20 1.106
16 H 3.15476 -0.99200 1.70292  C26 1.059
17 O -1.46903 0.23818 1.85802  S24 1.429
18 H -3.01223 2.31208 2.35979  C20 1.114
19 C 0.36016 -1.26677 -1.36230  C8 1.617, C11 1.448, H14 1.188, H23 1.080
20 C -2.74678 2.45710 1.28776  H4 1.056, H15 1.106, H18 1.114, S24 1.824
21 H -0.01683 2.54940 -1.93910  N5 1.065
22 H -0.99268 -2.45422 0.05730  C8 1.119
23 H 0.88412 -2.20630 -1.26841  C19 1.080
24 S -1.21022 1.47812 1.19589  C6 1.863, O17 1.429, C20 1.824, O27 1.424
25 O 2.28250 1.44106 -1.62176  C10 1.195
26 C 2.71009 -0.13260 1.27168  H1 1.061, H7 1.076, C9 1.542, H16 1.059
27 O -0.10182 2.25634 1.63566  S24 1.424
28 H -1.62935 -2.44408 -1.66593  C8 1.145



[6]
Computed, not measured: a 2-piece molecular cluster, C8H15NO4S2 overall in a non-equilibrium geometry, with wB97M-V/def2-TZVPD.

Computed properties:
2S+1: 1
net charge: 0
total energy: -39887.005 eV
energy above the lowest of the compared OMol25 structures with the same formula, charge and spin: 28.8 kcal per mole
SMILES: C[C@H]1CCCN1S(=O)(=O)CCS.O=C=O

Bonds (Å) are listed after each position.
Geometry (Å):
1 C 2.96923 0.70140 -0.96432  C13 1.518, H17 1.005, H26 1.051, H29 1.136
2 H -3.05512 0.52276 -0.95516  C15 1.098
3 C -2.23565 -3.18494 -1.59252  O14 1.156, O27 1.129
4 H 3.12521 -1.48959 0.23676  C11 1.162
5 C -2.29894 1.76889 0.59484  H7 1.165, H9 1.219, C15 1.469, S18 1.812
6 O -1.02811 -0.94576 -1.95773  S20 1.548
7 H -1.49409 2.60179 0.71606  C5 1.165
8 H 1.04305 -1.22884 2.25910  C21 1.170
9 H -2.07335 0.93533 1.45501  C5 1.219
10 H 1.35419 -0.61389 -1.60029  C13 1.032
11 C 1.99153 -1.23383 0.23646  H4 1.162, C13 1.542, C21 1.513, H28 1.108
12 O -1.33951 -1.15680 0.58153  S20 1.436
13 C 1.69689 -0.10372 -0.77069  C1 1.518, H10 1.032, C11 1.542, N16 1.393
14 O -3.22799 -2.60349 -1.47985  C3 1.156
15 C -2.17959 1.14704 -0.73081  H2 1.098, C5 1.469, S20 1.863, H22 1.136
16 N 0.79128 0.78206 -0.19126  C13 1.393, S20 2.165, C24 1.502
17 H 2.97576 1.44460 -1.64106  C1 1.005
18 S -3.92265 2.52457 0.86724  C5 1.812, H23 1.344
19 H 1.55569 1.55689 1.63103  C24 1.071
20 S -1.04095 -0.31576 -0.54342  O6 1.548, O12 1.436, C15 1.863, N16 2.165
21 C 1.76981 -0.59943 1.59253  H8 1.170, C11 1.513, C24 1.587, H30 1.065
22 H -1.72541 1.75855 -1.57316  C15 1.136
23 H -4.38956 1.48868 1.58517  S18 1.344
24 C 0.95778 0.73232 1.30060  N16 1.502, H19 1.071, C21 1.587, H25 1.145
25 H -0.07072 0.73648 1.80354  C24 1.145
26 H 3.26462 1.08881 -0.03304  C1 1.051
27 O -1.35112 -3.88587 -1.62356  C3 1.129
28 H 1.40811 -2.12780 -0.06084  C11 1.108
29 H 3.88770 0.13781 -1.32414  C1 1.136
30 H 2.64188 -0.43828 2.18199  C21 1.065